DFT (wB97M-V/def2-TZVPD) results for C20H25N5O2PdS3 as an isolated structure.

Each line ends with the Mulliken charge.
CARTESIAN COORDINATES (ANGSTROEM)
1 Pd 0.22 -0.62 0.18  0.64
2 C -1.52 2.83 3.71  -0.78
3 N -1.90 2.73 2.28  0.20
4 C -3.04 3.24 1.74  -0.69
5 C -3.03 2.93 0.42  -0.30
6 N -1.87 2.23 0.18  0.52
7 C -1.18 2.11 1.33  0.15
8 S 0.37 1.42 1.58  -0.20
9 C -1.53 1.73 -1.12  0.01
10 C -1.73 2.52 -2.23  -0.85
11 C -1.52 1.96 -3.48  -0.67
12 C -1.13 0.64 -3.57  -0.95
13 C -0.92 -0.07 -2.40  -0.44
14 N -1.11 0.47 -1.18  0.60
15 H -2.09 3.64 4.15  0.32
16 H -0.46 3.05 3.79  0.36
17 H -1.74 1.90 4.22  0.36
18 H -3.77 3.78 2.33  0.49
19 H -3.76 3.13 -0.35  0.57
20 H -2.04 3.55 -2.11  0.63
21 H -1.67 2.55 -4.37  0.49
22 H -0.98 0.16 -4.52  0.51
23 H -0.61 -1.11 -2.41  0.50
24 S 1.93 -1.57 1.38  -0.36
25 C 1.14 -1.26 2.87  0.95
26 S -0.41 -0.55 2.65  -0.31
27 C 1.62 -1.54 4.10  0.75
28 C 2.86 -2.25 4.20  -0.35
29 N 3.86 -2.82 4.19  -0.32
30 C 0.90 -1.13 5.27  -0.18
31 N 0.29 -0.76 6.17  -0.35
32 C -2.71 -2.17 0.12  -0.96
33 C -1.63 -3.21 0.02  -0.32
34 O -0.45 -2.67 -0.60  0.19
35 C 0.55 -3.69 -0.86  -0.58
36 C 1.62 -3.15 -1.77  -0.86
37 H -3.56 -2.58 0.66  0.49
38 H -3.05 -1.86 -0.87  0.29
39 H -2.37 -1.29 0.66  0.02
40 H -1.97 -4.04 -0.61  0.33
41 H -1.36 -3.63 1.00  0.35
42 H 0.04 -4.53 -1.32  0.42
43 H 0.96 -4.03 0.09  0.40
44 H 1.25 -3.06 -2.79  0.36
45 H 2.48 -3.81 -1.77  0.40
46 H 1.95 -2.16 -1.45  -0.05
47 C 3.92 0.43 -2.67  -1.32
48 C 2.84 0.92 -1.75  0.80
49 C 2.91 2.36 -1.33  -0.98
50 O 1.94 0.17 -1.39  -0.13
51 H 4.03 1.11 -3.52  0.39
52 H 3.71 -0.58 -3.01  0.27
53 H 4.87 0.45 -2.14  0.39
54 H 3.90 2.57 -0.91  0.41
55 H 2.14 2.59 -0.59  0.05
56 H 2.79 3.00 -2.20  0.36

Output
2S+1: 1
Energy, Eh: -2523.2030
ΔE to the lowest compared entry with this formula, charge and spin, kcal per mole: 0.0
Maximum force, eV Å⁻¹: 1.07
HOMO (spin up / spin down), eV: -14.29 / -14.29
LUMO energy (spin up / spin down), eV: -8.38 / -8.38
Charge: +2
Orbital gap (spin up / spin down), eV: 5.91 / 5.91